18
Properties=species:S:1:pos:R:3:forces:R:3:mulliken_charge:R:1 method="wB97M-V/def2-TZVPD" lumo_energy_ha=-0.11462 homo_lumo_gap_ev=10.4 de_lowest_ev=0.000 homo_ev=-13.548 charge=+1 spin_multiplicity=1
S -0.118817 -1.322647 -1.654624 0.206 0.196 0.290 -0.22
O -1.851637 -0.305360 2.140642 -0.250 0.158 0.035 -0.63
N -0.656923 1.158682 0.019741 -0.292 -0.382 -0.338 -0.21
C 1.561293 1.306347 1.134154 0.565 -0.634 0.040 -1.41
C 0.813851 0.845116 -0.111506 0.199 -0.224 0.369 0.41
C 0.956723 -0.666363 -0.312299 -0.481 0.121 -0.915 -1.04
H 1.163710 1.370706 -0.994077 -0.100 0.085 -0.137 0.37
H 1.019231 2.057868 1.693302 0.097 0.370 -0.001 0.40
H 2.570468 1.642385 0.876329 -0.319 0.237 0.026 0.36
H -1.157650 0.426361 -0.509035 -0.026 -0.052 -0.235 0.26
H 1.721371 0.452364 1.800479 -0.206 0.125 0.041 0.38
H -1.019673 1.066138 0.978462 0.278 0.074 -0.051 0.36
H 1.977067 -0.942205 -0.559182 0.131 0.137 0.288 0.44
H 0.488378 -0.628158 -2.628556 -0.052 -0.066 -0.095 0.17
H -2.621310 0.173083 2.479253 0.079 -0.181 0.067 0.30
H 0.633740 -1.170673 0.584043 0.043 -0.303 0.344 0.39
H -0.906263 2.040667 -0.421715 0.027 0.201 0.338 0.35
H -1.967505 -1.210012 2.461676 0.100 0.138 -0.066 0.30


17
Properties=species:S:1:pos:R:3:forces:R:3:mulliken_charge:R:1 method="wB97M-V/def2-TZVPD" lumo_energy_ha=-0.13462 homo_lumo_gap_ev=9.4 de_lowest_ev=2.261 homo_ev=-13.094 charge=+1 spin_multiplicity=1
S 0.831890 -1.606686 -0.639641 1.307 0.825 0.974 -0.26
N 1.723477 1.530623 0.136201 0.161 1.885 -0.882 -0.41
C 0.299285 2.373032 0.462176 0.419 -0.663 -1.929 -0.55
C -1.794708 -1.237570 -0.012248 -1.624 2.575 0.490 -0.42
C -0.717731 -2.272000 -0.079293 -0.252 -2.955 -1.067 -0.29
H -2.599685 -1.439627 0.764056 1.096 -0.002 -0.909 0.31
H -0.516394 -2.650034 0.914356 0.113 0.033 0.289 0.26
H -2.335372 -0.970245 -0.946758 0.493 -0.699 0.313 0.29
H 2.282319 2.419681 -0.326340 -1.265 -3.629 0.805 0.42
H -0.483599 1.650184 0.876103 1.417 1.205 -0.390 0.15
H -0.857319 -3.310095 -0.694082 -0.238 2.767 1.226 0.34
H 2.273453 1.284637 0.974323 -0.580 0.582 0.065 0.40
H 1.688165 0.483200 -0.354107 -0.666 2.971 0.370 0.14
H -0.060922 2.764900 -0.631289 1.005 -0.988 2.888 0.32
H -1.347820 -0.188889 0.259722 -0.576 -2.006 -0.130 -0.21
H 0.983822 -2.064603 -1.842420 -0.137 -0.448 -1.163 0.17
H 0.631139 3.233487 1.139234 -0.672 -1.454 -0.948 0.33